Computed, not measured: a molecular structure, C41H60ClCrO25 at a distorted geometry, with the ωB97M-V functional and the def2-TZVPD basis.

Geometry as XYZ:
```
128
Properties=species:S:1:pos:R:3:forces:R:3
Cr 1.8691 -10.4454 23.6718 -0.08 -0.42 -0.47
Cl 2.3335 -10.2904 21.1286 -0.06 0.08 0.45
O 2.8746 -4.0779 19.1227 0.26 -1.29 0.50
C 3.0575 -3.0442 18.5761 -1.76 1.04 0.33
O 2.0324 -2.5114 17.7959 0.89 -0.46 0.53
C 2.5215 -1.3295 17.1747 -0.71 0.14 -0.73
C 3.6418 -0.8916 18.0341 2.06 2.84 -0.44
C 4.2404 -2.1003 18.6684 -0.26 -1.66 -0.48
H 1.7732 -0.5269 17.1069 -0.16 -0.61 0.13
H 2.8159 -1.5771 16.1529 0.14 -0.03 0.00
H 3.2984 -0.1818 18.7741 -0.32 -0.08 0.50
H 4.3116 -0.2462 17.4164 -0.03 -0.71 0.46
H 4.7307 -2.0964 19.6563 -0.69 0.36 -0.34
H 4.9231 -2.6742 18.0446 0.61 0.45 -0.46
O 1.9028 -12.4637 23.4723 0.10 0.03 -0.45
C 1.0652 -13.3317 23.2726 1.28 -0.59 1.27
O -0.1964 -13.1093 23.4753 -1.14 0.00 0.04
C -0.9590 -14.3406 23.2883 -0.91 0.25 0.31
C 0.0498 -15.4429 23.2095 -0.48 -1.23 0.75
C 1.3560 -14.7773 22.9132 -0.03 1.70 -1.40
H -1.5320 -14.2203 22.3665 -0.10 0.07 0.20
H -1.5892 -14.5292 24.1839 0.11 0.72 -0.73
H -0.3107 -16.1675 22.5023 0.23 -0.37 -0.50
H 0.0257 -15.9581 24.1925 0.59 0.24 -0.55
H 1.6486 -14.6212 21.8337 -0.44 -0.92 0.75
H 2.2049 -15.1471 23.4406 0.58 -0.14 0.28
O 4.0251 -10.2646 24.3121 0.91 0.59 -0.06
C 5.0404 -9.6207 24.0979 0.33 0.60 1.43
O 5.8691 -9.2281 25.1457 -0.31 -0.98 -1.13
C 7.1998 -8.7858 24.5965 -2.65 -0.91 -0.61
C 6.7768 -8.2644 23.2484 1.07 -0.98 -0.38
C 5.6877 -9.2173 22.8006 -0.01 -0.22 0.73
H 7.7888 -9.6675 24.3824 0.23 -0.41 0.54
H 7.6483 -8.1647 25.3324 0.23 0.69 0.34
H 7.6570 -8.3171 22.6461 0.48 0.07 -0.90
H 6.4012 -7.2981 23.2116 -0.56 1.90 0.44
H 6.0845 -10.1901 22.5479 0.38 -0.37 -0.77
H 5.0384 -8.8423 22.0091 -0.17 -0.31 0.31
O 1.8846 -10.9915 26.1169 -0.72 0.32 -0.50
C 2.8572 -11.4671 26.6317 2.50 -0.66 1.01
O 3.1321 -12.7931 26.6020 -1.55 0.91 -0.51
C 4.3155 -13.1335 27.2909 1.33 -0.66 -0.54
C 5.0866 -11.8532 27.5364 0.84 0.88 0.78
C 4.0272 -10.7857 27.4127 -1.83 1.14 -0.38
H 4.8864 -13.7648 26.6213 -0.01 -0.24 -0.14
H 4.0893 -13.7327 28.1580 -0.32 0.13 0.51
H 5.9335 -11.7037 26.7974 -1.12 -0.18 0.84
H 5.4759 -11.7704 28.5676 0.22 -0.46 -0.61
H 4.3589 -9.8866 26.8968 -0.06 -0.19 -0.32
H 3.5715 -10.3513 28.3429 0.50 -0.87 -0.38
O -2.5486 -7.0962 24.7284 0.56 -0.16 0.67
C -2.4476 -6.7438 23.5913 -1.36 0.30 -1.03
O -1.3262 -6.6697 22.8980 2.49 -0.44 0.21
C -1.5522 -6.5759 21.4946 -0.79 -0.30 -1.48
C -2.8844 -5.8578 21.3810 -1.71 0.14 0.18
C -3.5672 -6.3265 22.6828 -0.29 0.29 0.17
H -1.6018 -7.5791 21.0230 -0.16 0.18 0.73
H -0.7709 -6.1037 20.9156 0.58 0.49 0.72
H -3.5291 -6.2077 20.5722 0.49 -0.12 -0.26
H -2.9034 -4.7620 21.2596 0.65 -0.39 0.37
H -4.1396 -7.2376 22.4668 -0.27 0.33 0.29
H -4.1464 -5.5884 23.2630 -0.13 -0.39 -0.62
O 4.8107 -5.8049 24.1354 0.34 -0.22 -0.34
C 4.0180 -5.4092 23.3314 -0.02 0.22 0.84
O 3.4078 -4.1908 23.5476 1.10 -1.09 -0.23
C 2.4164 -4.0023 22.5677 -1.94 0.31 2.09
C 2.1237 -5.3714 21.9778 -0.53 0.26 -0.36
C 3.4460 -6.1166 22.0920 0.86 1.24 0.61
H 2.6893 -3.2980 21.8587 1.26 1.10 -1.74
H 1.6065 -3.4152 23.0985 0.20 -1.29 -0.47
H 1.8955 -5.1630 20.9603 -0.57 -0.36 -0.94
H 1.2774 -5.8464 22.4857 0.35 -0.16 -0.11
H 4.1545 -5.9688 21.2489 -0.58 0.40 0.28
H 3.4521 -7.1786 22.2467 -0.54 -0.48 0.34
O 1.9516 -8.5278 24.0285 -0.05 0.53 -0.47
C 1.4268 -7.7532 24.8140 1.30 -0.56 0.42
O 1.9746 -6.6000 24.9981 1.76 1.27 -1.14
C 1.2178 -5.7686 25.8904 1.16 0.06 0.38
C 0.5513 -6.8164 26.7398 -0.91 1.82 2.13
C 0.3680 -7.9553 25.7816 -0.89 -0.58 0.48
H 0.5881 -5.2531 25.2135 -0.98 1.02 -0.20
H 1.9182 -5.0819 26.4473 -0.77 -0.76 -0.83
H -0.4576 -6.3959 27.0821 1.51 -0.83 0.05
H 1.2955 -6.9301 27.5828 -1.28 -0.65 -0.59
H -0.5682 -7.7678 25.2732 -0.50 -0.44 -0.19
H 0.4269 -8.9616 26.1766 -0.25 -0.16 0.11
O -0.3398 -10.0441 23.4460 1.16 -0.04 1.06
C -1.4664 -10.4567 23.3662 -0.29 0.25 -0.25
O -2.0315 -10.4418 22.1778 -0.18 -0.14 -0.35
C -3.3739 -10.9140 22.2758 -1.64 1.60 -2.02
C -3.4676 -11.6535 23.5797 -1.57 1.00 -0.60
C -2.4707 -10.9282 24.4018 0.80 0.73 1.34
H -3.5731 -11.4725 21.3560 0.15 -0.33 0.38
H -4.0560 -9.9955 22.1589 0.83 -1.13 0.67
H -3.1856 -12.6429 23.3846 0.29 -1.62 0.03
H -4.4977 -11.5932 23.9432 0.28 -0.28 0.16
H -1.9931 -11.5590 25.1782 -0.23 0.74 -0.28
H -2.9459 -9.9936 24.8230 0.72 -0.86 -0.07
C 0.0801 -11.7826 17.9688 1.03 0.52 0.21
C 1.0014 -12.8081 18.6051 -0.34 1.03 1.34
O 0.0500 -13.6941 19.2251 0.65 -1.31 0.25
C -1.1120 -13.0979 19.3805 -0.53 1.13 -0.20
O -2.0320 -13.4842 20.0477 0.27 -0.02 -0.06
O -1.1191 -11.9329 18.6827 -1.09 -0.15 1.02
H -0.1557 -11.9453 16.9520 0.04 -0.24 -1.29
H 0.5085 -10.7857 18.1081 -0.38 -0.14 -0.05
H 1.5124 -12.2807 19.4463 0.10 -0.62 -0.69
H 1.6746 -13.3452 17.9657 0.11 -0.20 -0.17
C 4.0710 -13.5353 21.2822 -1.42 0.07 -1.31
C 5.3216 -12.6833 21.2888 -0.43 0.08 -0.05
O 5.6193 -12.6310 22.6925 0.26 0.69 -0.50
C 5.1297 -13.7418 23.2463 -0.96 0.32 -2.24
O 5.4441 -14.1580 24.2766 0.89 -1.14 3.54
O 4.2409 -14.3639 22.4341 0.26 0.75 0.13
H 4.0445 -14.2560 20.4411 -0.14 0.80 0.17
H 3.1187 -12.9052 21.3349 1.29 -0.87 0.06
H 5.2952 -11.7044 20.8225 -0.61 0.22 0.39
H 6.1035 -13.1960 20.7905 1.02 -0.71 -0.35
C 3.0998 -8.7347 18.0770 0.22 -0.07 0.35
C 4.4671 -8.8862 18.7769 -0.86 1.48 1.65
O 4.6829 -10.2934 18.7839 1.57 0.52 -0.10
C 3.7587 -10.9583 18.0939 -0.72 0.71 0.37
O 3.7693 -12.1453 17.9330 -0.24 0.85 -0.19
O 2.7930 -10.0673 17.7102 0.14 -1.68 -1.02
H 3.0738 -8.0703 17.1930 0.18 -0.47 0.44
H 2.3361 -8.4725 18.7882 -0.27 0.50 0.24
H 4.4252 -8.5269 19.8614 -0.19 -0.72 -1.37
H 5.2109 -8.2238 18.3163 0.39 -1.06 -0.32
```
Positions in Å, forces in eV/Å.

E	-4983.966765	Ha
HOMO level (spin up / spin down)	-10.0867 / -11.2934	eV
⟨S²⟩	6.005
spin multiplicity	5
total charge	+1